No. 1
This record from OMol25 describes an isolated ion of composition C4H8N and charge +1. The level of theory is ωB97M-V with the def2-TZVPD basis set.

XYZ file:
```
13
Properties=species:S:1:pos:R:3
C 0.40443 -0.77641 0.53983
C 0.69351 0.04516 1.72343
C -0.20702 0.79246 -1.37908
C -0.41389 -0.48838 -0.61134
N -1.44014 0.53781 -0.69773
H 1.07137 -1.63936 0.57753
H -0.06208 0.85970 1.76226
H 1.72916 0.12810 1.39167
H 0.49778 -0.48514 2.72706
H 0.61322 1.57661 -1.10123
H -0.28754 0.68919 -2.45925
H -0.38430 -1.46158 -1.21923
H -2.21450 0.22185 -1.25390
```

Results
- gap between HOMO and LUMO (alpha / beta) (Ha) = 0.3333 / 0.2625
- E_LUMO (alpha / beta) (eV) = -3.4 / -9.4
- charge = +1
- HOMO level (alpha / beta) (eV) = -12.48 / -16.50
- 2S+1 = 3
- energy relative to the best compared isomer or geometry (same formula, charge and spin) (kJ/mol) = 139.0

No. 2
This record from OMol25 describes C34H25ClN5O5RuS2 as an isolated structure. The level of theory is ωB97M-V with the def2-TZVPD basis set.

XYZ file:
```
73
Properties=species:S:1:pos:R:3
Ru -17.25778 -4.21420 -5.22477
O -17.10386 -4.35304 -9.33833
C -17.37229 -4.77251 -8.25013
O -18.14503 -4.17120 -7.38352
C -16.77652 -6.06338 -7.72466
C -15.66781 -6.67518 -8.23796
C -15.23655 -7.86134 -7.73964
C -15.43180 -8.10810 -6.35782
C -16.30674 -7.26023 -5.71579
N -17.20551 -6.38582 -6.44183
C -16.15887 -6.95578 -4.28832
O -15.82227 -7.76188 -3.43911
O -16.31523 -5.60380 -4.10186
H -15.28346 -6.27854 -9.14523
H -14.43074 -8.39276 -8.23471
H -14.88505 -8.80190 -5.68536
S -19.38054 1.51192 -0.23988
N -19.70371 1.36492 -1.82166
C -19.28609 0.18172 -2.18203
C -19.25403 -0.28658 -3.53375
C -19.93804 0.30059 -4.57474
C -19.67622 -0.08066 -5.84532
C -18.90847 -1.28762 -6.01869
N -18.31589 -1.91456 -5.02285
C -18.47211 -1.38813 -3.78236
C -18.10630 -2.30095 -2.66088
N -17.43971 -3.47380 -2.96540
C -17.08337 -4.28714 -1.97462
C -17.43387 -3.99721 -0.60441
C -17.99519 -2.81018 -0.31894
C -18.27403 -1.91407 -1.35224
C -18.68907 -0.55127 -1.14489
N -18.70306 0.06552 0.01707
H -20.63616 1.09404 -4.34787
H -20.18642 0.14804 -6.74176
H -18.65991 -1.67023 -7.03966
H -16.48593 -5.19849 -2.17161
H -17.10759 -4.71843 0.16091
H -18.27975 -2.50173 0.69083
Cl -19.91385 -12.26918 -8.57813
C -19.53692 -10.64990 -7.96780
C -19.17741 -10.45051 -6.61865
C -18.94906 -9.21450 -6.11639
C -18.99626 -8.10162 -6.92219
C -18.61570 -6.80990 -6.33985
C -19.42339 -8.27131 -8.24541
C -19.62749 -9.56974 -8.80631
H -19.15230 -11.25813 -5.88140
H -18.61274 -9.13430 -5.09308
H -18.84292 -6.93388 -5.26881
H -19.25783 -5.94715 -6.71432
H -19.38675 -7.43662 -8.95912
H -20.00548 -9.61928 -9.81634
C -14.27523 -2.04490 0.13677
C -14.29539 -2.33287 -1.27514
C -13.79014 -3.50030 -1.84329
C -13.77962 -3.74574 -3.15398
C -14.45151 -2.92655 -4.08072
C -14.95668 -1.73346 -3.56943
C -14.80183 -1.45471 -2.21910
S -14.89884 -3.49497 -5.71029
C -14.78374 -1.96240 -6.68185
O -13.81129 -4.34756 -6.15742
H -13.40554 -1.34345 0.35443
H -14.22855 -2.93438 0.80287
H -15.16118 -1.49959 0.28380
H -13.25511 -4.12516 -1.13750
H -13.33502 -4.63634 -3.55820
H -15.42494 -0.97307 -4.21150
H -15.13876 -0.46218 -1.90227
H -13.86590 -1.43725 -6.42341
H -15.68298 -1.34599 -6.42013
H -14.78487 -2.36787 -7.69679
```

Results
- gap between HOMO and LUMO (alpha / beta) (Ha) = 0.1967 / 0.2679
- E_LUMO (alpha / beta) (eV) = -1.2 / -1.2
- charge = 0
- HOMO level (alpha / beta) (eV) = -6.52 / -8.46
- 2S+1 = 6
- energy relative to the best compared isomer or geometry (same formula, charge and spin) (kJ/mol) = 228.3

No. 3
This record from OMol25 describes C25H32BF4N2O2PPtSi as an isolated structure. The level of theory is ωB97M-V with the def2-TZVPD basis set.

XYZ file:
```
69
Properties=species:S:1:pos:R:3
Pt 0.38206 -0.56198 0.12319
C -1.65531 -2.92018 -3.29079
C -1.14915 -2.47509 -1.93978
O -0.66351 -1.34077 -1.86019
C -1.31285 -3.44135 -0.87804
C -1.06405 -3.38235 0.47485
C -1.42497 -4.56058 1.33366
N -0.50983 -2.30803 1.09041
N -0.41333 -2.37504 2.40230
C 0.14360 -1.26131 2.95753
O 0.53794 -0.27451 2.30009
C 0.27709 -1.22481 4.42652
C 0.97275 -0.15595 4.99230
C 1.08689 -0.06959 6.36921
C 0.51014 -1.04014 7.17892
C -0.17871 -2.10613 6.61383
C -0.29401 -2.20304 5.23750
H -1.49790 -2.13025 -4.01947
H -2.71634 -3.16873 -3.23431
H -1.12230 -3.81913 -3.60439
H -1.75524 -4.37042 -1.21220
H -1.85119 -5.35561 0.72801
H -2.13773 -4.26204 2.10206
H -0.54087 -4.92829 1.85413
H 1.41302 0.58908 4.34048
H 1.62773 0.75564 6.81336
H 0.60103 -0.96862 8.25529
H -0.62502 -2.86059 7.24813
H -0.82825 -3.02473 4.78114
F 1.66625 1.71438 0.26972
B 2.41781 2.55872 1.17633
F 1.68905 3.75216 1.30224
F 3.67294 2.78485 0.62577
F 2.52956 1.92855 2.41854
C -1.06203 2.65140 -0.59959
P -1.42487 1.06085 0.17600
C -2.93528 0.46349 -0.63287
C -1.85631 1.37179 1.89853
C -1.05729 2.22907 2.65507
C -1.27608 2.34746 4.01856
C -2.27475 1.60839 4.63670
C -3.06701 0.75064 3.88730
C -2.85836 0.62936 2.52170
H -1.94154 3.29585 -0.57009
H -0.76651 2.46887 -1.63290
H -0.22401 3.12269 -0.08784
H -3.77289 1.13949 -0.45979
H -3.18456 -0.53348 -0.27025
H -2.73229 0.39245 -1.70104
H -0.24094 2.77609 2.20181
H -0.64441 3.00685 4.59910
H -2.43031 1.69319 5.70439
H -3.84500 0.17039 4.36621
H -3.47594 -0.05244 1.94997
C 5.50001 0.76747 -1.82463
Si 5.10426 -0.70865 -0.76580
C 5.30143 -0.32554 1.04844
C 6.08099 -2.22011 -1.26813
C 3.28561 -1.03832 -0.98391
C 2.07222 -1.01445 -0.76608
H 6.55433 1.03228 -1.70975
H 4.89506 1.61279 -1.49541
H 5.31024 0.57874 -2.88230
H 6.33700 -0.05150 1.26476
H 5.03809 -1.18113 1.67273
H 4.66445 0.52026 1.31562
H 7.15039 -2.03894 -1.13995
H 5.90699 -2.47115 -2.31562
H 5.81075 -3.08672 -0.66253
```

Results
- gap between HOMO and LUMO (alpha / beta) (Ha) = 0.2905 / 0.2177
- E_LUMO (alpha / beta) (eV) = -0.3 / -3.1
- charge = 0
- HOMO level (alpha / beta) (eV) = -8.16 / -9.00
- 2S+1 = 5
- energy relative to the best compared isomer or geometry (same formula, charge and spin) (kJ/mol) = 44.1

No. 4
This record from OMol25 describes one molecule with the formula C14H26N4O3. The level of theory is ωB97M-V with the def2-TZVPD basis set.

XYZ file:
```
47
Properties=species:S:1:pos:R:3
O -3.01994 1.50124 0.46547
O -0.72047 -1.54562 2.45687
O -0.55765 -2.44469 -1.35525
C -3.33433 0.39437 0.10079
C -0.06488 -0.53613 2.22399
C -0.26408 -1.47265 -0.65808
N -0.33633 0.66553 2.74512
N 3.32857 2.52680 -1.64658
N 0.82824 -1.49388 0.12794
N -2.46999 -0.48734 -0.49044
C -4.81835 -0.00457 0.26259
C -1.55044 1.02366 3.49686
C 2.51182 1.58622 -2.39591
C 1.67929 -2.62163 0.24201
C 1.02576 1.80887 -2.09389
C 2.34259 -2.61107 1.59165
C 0.32925 0.61332 -2.72767
C 2.41589 -1.12112 1.82291
C -1.07693 0.35581 -2.19494
C 1.13945 -0.54465 1.23841
C -1.08474 -0.18969 -0.80363
H 0.24492 1.43834 2.50714
H 4.29997 2.41205 -1.88350
H 3.00989 3.44374 -1.91591
H -2.78225 -1.38162 -0.84609
H -5.43553 0.86678 0.12576
H -5.06384 -0.69998 -0.55232
H -4.95492 -0.43837 1.24891
H -2.18462 0.14609 3.66100
H -1.29636 1.46557 4.47548
H -2.11749 1.78670 2.95587
H 2.88441 0.62580 -2.17524
H 2.76592 1.73585 -3.45739
H 2.46616 -2.59327 -0.52582
H 1.15008 -3.56553 0.13725
H 0.61468 2.75271 -2.49009
H 0.91398 1.79656 -1.00369
H 1.61220 -3.05679 2.24384
H 3.29342 -3.10695 1.63059
H 0.20954 0.84545 -3.80161
H 0.93432 -0.28149 -2.63437
H 3.29779 -0.69878 1.32175
H 2.49940 -0.85876 2.87487
H -1.55000 -0.37620 -2.82425
H -1.68799 1.27513 -2.24080
H 1.33606 0.48726 0.86518
H -0.76245 0.57695 -0.10478
```

Results
- gap between HOMO and LUMO (Ha) = 0.3685
- E_LUMO (eV) = 0.7
- charge = 0
- SMILES = CNC(=O)[C@H]1CCCN1C(=O)[C@@H](CCCCN)NC(C)=O
- HOMO level (eV) = -9.29
- energy relative to the best compared isomer or geometry (same formula, charge and spin) (kJ/mol) = 0.0

No. 5
This record from OMol25 describes C37H46BCuF2N3OSi3 as an isolated structure. The level of theory is ωB97M-V with the def2-TZVPD basis set.

XYZ file:
```
94
Properties=species:S:1:pos:R:3
Cu 0.33313 0.39815 0.48269
C -0.11117 0.85775 4.24489
O 0.61063 0.45945 3.12549
Si 2.25633 0.43695 2.94389
C 2.94513 -1.04025 3.98759
C 2.96703 1.87605 4.01009
C 2.44013 0.41185 1.07319
Si 3.42223 1.88875 0.43469
C 3.76613 1.89125 -1.45041
C 2.59923 3.56915 0.83759
C 5.22353 2.05755 1.13269
Si 2.96203 -1.24375 0.33719
C 2.75733 -1.34435 -1.56951
C 1.99163 -2.80325 0.88799
C 4.81323 -1.68975 0.66479
H -0.00227 0.13245 5.06109
H -1.16437 0.93615 3.96979
H 0.22983 1.83355 4.60059
H 2.70873 -0.95035 5.04759
H 4.02673 -1.08145 3.90439
H 2.55793 -1.99445 3.64879
H 2.77553 1.72955 5.07289
H 2.53113 2.82605 3.72489
H 4.04113 1.95425 3.88629
H 2.88563 1.60295 -2.00951
H 4.56743 1.19845 -1.69451
H 4.07033 2.87475 -1.79951
H 1.52743 3.48445 0.71639
H 2.94613 4.37175 0.19219
H 2.79053 3.87445 1.85859
H 5.73443 1.10145 1.10969
H 5.22553 2.40125 2.16129
H 5.82093 2.75805 0.55519
H 1.88333 -0.77885 -1.87121
H 2.61053 -2.37005 -1.89641
H 3.60803 -0.94605 -2.10921
H 1.06173 -2.86615 0.33989
H 1.73443 -2.77555 1.93739
H 2.54593 -3.72005 0.70789
H 5.45103 -0.90095 0.28129
H 5.11313 -2.61865 0.18749
H 5.00843 -1.77455 1.72889
N -3.73517 -5.36405 1.86549
C -4.46577 -6.45145 1.47829
C -4.94777 -7.54755 2.16079
C -5.63957 -8.51215 1.42189
C -5.85337 -8.35235 0.06069
C -5.39407 -7.24205 -0.62901
C -4.67337 -6.27525 0.07809
N -4.09087 -5.13755 -0.34871
C -3.50477 -4.58295 0.72229
C -2.72597 -3.41825 0.70749
C -2.53497 -2.68565 -0.49881
C -1.72237 -1.59175 -0.53031
N -1.04027 -1.12205 0.54139
C -1.22787 -1.79595 1.69659
C -2.02757 -2.89225 1.83249
H -3.42377 -5.14755 2.79569
H -4.79697 -7.66725 3.22779
H -6.01337 -9.39825 1.92149
H -6.39847 -9.11805 -0.47961
H -5.57457 -7.11635 -1.68581
H -3.04117 -3.03995 -1.38051
H -1.58637 -1.03805 -1.44931
H -0.67817 -1.40895 2.54409
H -2.10397 -3.37345 2.80059
C -0.62117 2.19065 -0.15981
C -0.68707 2.73135 -1.28141
C -0.91257 3.39075 -2.45281
C -2.23527 3.15805 -3.02661
C -3.07847 4.19625 -3.44491
C -4.33887 3.92825 -3.94071
C -4.80387 2.62435 -4.01991
C -3.99237 1.58625 -3.58231
C -2.73107 1.85095 -3.09441
C 0.04833 4.26865 -3.05171
C 1.32323 4.43385 -2.47741
C 2.26563 5.25715 -3.04811
C 1.98883 5.95925 -4.21501
C 0.74623 5.79165 -4.80901
C -0.19507 4.95025 -4.25771
H -2.76127 5.22545 -3.33171
H -4.97737 4.74855 -4.25461
H -5.79127 2.42035 -4.40671
H -4.34627 0.56505 -3.62131
H -2.09877 1.05035 -2.74521
H 1.54753 3.88385 -1.57911
H 3.23293 5.36495 -2.57061
H 2.72153 6.62715 -4.64881
H 0.50013 6.33465 -5.71511
H -1.13497 4.80125 -4.77041
F -0.45357 2.94885 2.23519
B -1.04857 2.22525 1.26439
F -2.23207 1.73765 1.69759
```

Results
- gap between HOMO and LUMO (alpha / beta) (Ha) = 0.1643 / 0.2194
- E_LUMO (alpha / beta) (eV) = 4.4 / 4.4
- charge = -2
- HOMO level (alpha / beta) (eV) = -0.10 / -1.60
- 2S+1 = 2

No. 6
This record from OMol25 describes one molecule with the formula C2H2N2OS2. The level of theory is ωB97M-V with the def2-TZVPD basis set.

XYZ file:
```
9
Properties=species:S:1:pos:R:3
C 0.32866 -0.14113 0.96735
C -0.06713 -0.31406 -1.04834
H -0.19911 -0.57208 3.09814
H 0.26968 1.62718 -2.04054
N 0.33939 -1.43379 0.86865
N 0.07874 0.61365 -0.17177
O -0.23380 -1.55212 -0.56012
S 0.41276 0.80678 2.48985
S -0.58128 0.43285 -2.55040
```

Results
- gap between HOMO and LUMO (Ha) = 0.3576
- E_LUMO (eV) = 0.0
- charge = 0
- SMILES = Sc1noc(S)n1
- HOMO level (eV) = -9.71
- energy relative to the best compared isomer or geometry (same formula, charge and spin) (kJ/mol) = 276.7

No. 7
This record from OMol25 describes one molecule with the formula C3H5N3OS. The level of theory is ωB97M-V with the def2-TZVPD basis set.

XYZ file:
```
13
Properties=species:S:1:pos:R:3
C 0.61295 -1.36118 1.18190
C 0.95430 0.16687 1.05517
C -0.30102 0.82993 -1.25999
H 0.18999 -1.59696 2.29941
H 1.42389 -1.97754 0.96485
H -0.21185 -1.74155 0.36148
H 0.42070 1.14319 1.47468
H 1.97496 0.33620 1.51666
N -0.70909 1.12424 -2.51815
N -1.94397 0.98109 -2.63094
N -1.38098 0.67853 -0.50318
O -2.33421 0.65542 -1.34660
S 1.30434 0.76176 -0.59529
```

Results
- gap between HOMO and LUMO (Ha) = 0.3566
- E_LUMO (eV) = 0.4
- charge = 0
- SMILES = CCSc1nnon1
- HOMO level (eV) = -9.31
- energy relative to the best compared isomer or geometry (same formula, charge and spin) (kJ/mol) = 460.8

No. 8
This record from OMol25 describes a 2-piece molecular cluster, C4H6N2OS overall. The level of theory is ωB97M-V with the def2-TZVPD basis set.

XYZ file:
```
14
Properties=species:S:1:pos:R:3
C -1.72523 -0.75387 -1.36047
C -0.78344 -0.22624 0.94874
C -0.91194 -0.54004 -0.31681
C 0.51696 -0.10444 1.66282
N -2.14405 -0.94394 -2.43595
N 0.38367 -0.71653 -3.28746
O 1.35487 -2.36167 -1.66061
S 1.14845 -0.94398 -1.83894
H -1.67363 -0.02797 1.54563
H 1.32072 -0.54214 1.07545
H 0.45881 -0.60316 2.62885
H 0.74299 0.94634 1.84701
H -0.55466 -1.15081 -3.38191
H 0.33236 0.25823 -3.55101
```

Results
- gap between HOMO and LUMO (alpha / beta) (Ha) = 0.2891 / 0.2891
- E_LUMO (alpha / beta) (eV) = -0.8 / -0.8
- charge = 0
- HOMO level (alpha / beta) (eV) = -8.63 / -8.63
- energy relative to the best compared isomer or geometry (same formula, charge and spin) (kJ/mol) = 437.1